# C62H160N12O19

12 unconnected molecules or ions with the total composition C62H160N12O19 in a non-equilibrium geometry (wB97M-V/def2-TZVPD, the Open Molecules 2025 dataset).

Structure (XYZ):
```
253
Properties=species:S:1:pos:R:3:lowdin_charge:R:1
C 2.279 1.074 -15.332 -0.117
O 2.179 2.175 -14.435 -0.201
C 2.945 1.935 -13.251 -0.210
C 2.573 3.126 -12.337 -0.217
N 3.329 3.071 -11.085 -0.056
C 2.818 3.922 -9.963 -0.189
C 2.718 5.351 -10.383 -0.254
O 4.023 5.783 -10.726 -0.186
C 3.977 6.994 -11.456 -0.115
H 1.624 0.238 -15.088 0.082
H 3.316 0.772 -15.475 0.084
H 1.911 1.440 -16.291 0.083
H 4.008 1.925 -13.492 0.122
H 2.613 1.044 -12.717 0.120
H 1.497 3.153 -12.167 0.128
H 2.915 4.005 -12.884 0.111
H 4.154 3.578 -11.370 0.088
H 3.524 3.879 -9.133 0.115
H 1.912 3.505 -9.523 0.116
H 2.274 5.964 -9.599 0.126
H 2.116 5.423 -11.289 0.108
H 3.624 7.852 -10.884 0.089
H 3.529 6.953 -12.448 0.087
H 5.023 7.192 -11.691 0.086
C 3.432 11.708 -2.496 -0.103
O 2.083 11.737 -1.963 -0.175
C 1.825 10.498 -1.308 -0.253
C 0.454 10.533 -0.715 -0.196
N 0.253 11.678 0.209 -0.068
C -1.051 11.715 0.840 -0.216
C -1.222 13.184 1.185 -0.232
O -1.129 13.955 -0.017 -0.196
C -1.338 15.349 0.186 -0.098
H 3.585 11.133 -3.410 0.081
H 4.226 11.411 -1.811 0.082
H 3.648 12.734 -2.795 0.082
H 2.623 10.317 -0.588 0.116
H 1.926 9.657 -1.995 0.119
H 0.218 9.609 -0.186 0.120
H -0.246 10.626 -1.545 0.117
H 0.406 12.547 -0.281 0.090
H -0.940 11.103 1.735 0.118
H -1.849 11.331 0.203 0.116
H -0.546 13.470 1.990 0.122
H -2.191 13.298 1.672 0.114
H -1.129 15.824 -0.772 0.086
H -0.676 15.785 0.934 0.088
H -2.390 15.547 0.395 0.084
C -0.007 -3.095 3.114 -0.138
O 0.056 -2.282 1.992 -0.178
C 0.362 -0.922 2.335 -0.213
C 0.391 -0.021 1.102 -0.201
N 1.333 -0.560 0.124 -0.060
C 1.106 -0.110 -1.206 -0.217
C -0.107 -0.787 -1.897 -0.247
O -0.005 -2.166 -1.913 -0.183
C -0.988 -2.766 -2.712 -0.110
H -0.874 -2.897 3.745 0.087
H 0.868 -2.974 3.752 0.083
H 0.020 -4.155 2.863 0.086
H 1.331 -0.854 2.830 0.122
H -0.407 -0.469 2.961 0.120
H 0.526 1.034 1.342 0.124
H -0.619 -0.135 0.708 0.102
H 1.278 -1.568 0.145 0.100
H 2.044 -0.332 -1.716 0.111
H 1.034 0.959 -1.408 0.120
H -0.113 -0.462 -2.937 0.117
H -0.985 -0.428 -1.361 0.112
H -2.018 -2.499 -2.475 0.089
H -0.897 -3.846 -2.602 0.088
H -0.742 -2.468 -3.731 0.086
C -7.601 -6.523 1.372 -0.150
O -8.719 -7.270 1.673 -0.182
C -9.450 -7.680 0.501 -0.205
C -10.546 -8.606 0.977 -0.243
N -10.066 -9.934 1.274 -0.066
C -11.243 -10.719 1.726 -0.195
C -10.939 -12.228 1.994 -0.176
O -10.858 -12.976 0.774 -0.209
C -9.904 -12.567 -0.166 -0.126
H -7.655 -5.537 1.832 0.085
H -7.403 -6.323 0.319 0.083
H -6.720 -7.044 1.746 0.086
H -8.753 -8.212 -0.146 0.122
H -9.862 -6.853 -0.077 0.121
H -11.281 -8.617 0.172 0.120
H -11.035 -8.150 1.837 0.119
H -9.246 -9.950 1.863 0.120
H -12.101 -10.524 1.083 0.116
H -11.650 -10.249 2.621 0.103
H -11.775 -12.716 2.494 0.118
H -10.059 -12.328 2.630 0.114
H -8.966 -12.658 0.381 0.089
H -10.211 -11.597 -0.557 0.074
H -9.823 -13.202 -1.049 0.081
C 5.573 -4.666 2.107 -0.114
O 5.385 -5.978 1.612 -0.189
C 4.045 -6.274 1.224 -0.229
C 3.972 -7.759 0.832 -0.208
N 2.627 -8.325 0.858 -0.079
C 1.693 -7.646 -0.084 -0.184
C 0.301 -8.361 -0.102 -0.223
O 0.472 -9.525 -0.879 -0.202
C -0.720 -10.305 -1.002 -0.098
H 5.208 -3.891 1.433 0.090
H 6.624 -4.532 2.366 0.084
H 5.150 -4.605 3.110 0.081
H 3.678 -5.764 0.334 0.108
H 3.354 -5.935 1.996 0.120
H 4.516 -8.301 1.605 0.117
H 4.446 -7.944 -0.131 0.115
H 2.556 -9.332 0.880 0.106
H 2.180 -7.588 -1.058 0.116
H 1.488 -6.646 0.300 0.104
H -0.443 -7.706 -0.554 0.116
H 0.111 -8.558 0.953 0.120
H -1.167 -10.566 -0.042 0.083
H -0.435 -11.193 -1.566 0.089
H -1.476 -9.717 -1.523 0.080
C -8.994 3.774 3.260 -0.109
O -8.045 4.065 4.254 -0.204
C -7.080 4.980 3.856 -0.241
C -6.246 5.271 5.158 -0.206
N -7.019 5.638 6.334 -0.043
C -7.438 7.096 6.162 -0.171
C -8.690 7.395 7.043 -0.187
O -9.809 6.486 6.851 -0.198
C -10.379 6.507 5.538 -0.098
H -9.303 4.736 2.851 0.079
H -9.906 3.222 3.488 0.091
H -8.470 3.175 2.516 0.088
H -7.498 5.887 3.419 0.105
H -6.427 4.620 3.060 0.117
H -5.423 5.950 4.933 0.115
H -5.858 4.297 5.458 0.110
H -7.803 5.006 6.413 0.091
H -7.680 7.384 5.139 0.094
H -6.578 7.689 6.472 0.111
H -9.081 8.400 6.885 0.109
H -8.478 7.357 8.111 0.116
H -9.816 5.917 4.816 0.056
H -10.461 7.511 5.121 0.087
H -11.387 6.095 5.591 0.089
C 12.786 -5.979 14.353 -0.121
O 11.631 -6.567 13.798 -0.211
C 11.395 -6.445 12.385 -0.196
C 9.985 -6.982 12.041 -0.197
N 8.877 -6.161 12.572 -0.059
C 7.579 -6.877 12.698 -0.189
C 6.852 -7.088 11.347 -0.205
O 7.243 -8.349 10.748 -0.209
C 6.769 -8.523 9.415 -0.108
H 13.654 -6.387 13.835 0.076
H 12.883 -6.267 15.399 0.088
H 12.901 -4.904 14.214 0.082
H 12.262 -6.941 11.948 0.116
H 11.491 -5.417 12.036 0.115
H 9.944 -8.043 12.289 0.113
H 9.910 -7.042 10.955 0.109
H 9.163 -5.644 13.391 0.098
H 6.951 -6.348 13.415 0.112
H 7.738 -7.861 13.141 0.110
H 7.049 -6.178 10.780 0.119
H 5.788 -7.143 11.577 0.111
H 5.691 -8.392 9.508 0.078
H 7.127 -9.474 9.020 0.090
H 6.992 -7.700 8.738 0.079
C 5.739 -4.610 -6.282 -0.064
C 5.963 -3.119 -6.382 -0.437
C 7.367 -2.581 -6.695 -0.163
O 8.313 -2.948 -5.637 -0.181
C 8.236 -2.068 -4.518 -0.123
N 5.026 -2.600 -7.398 0.015
H 6.249 -5.004 -5.402 0.076
H 6.175 -5.151 -7.122 0.082
H 4.687 -4.862 -6.145 0.076
H 5.598 -2.722 -5.435 0.118
H 7.370 -1.526 -6.972 0.115
H 7.823 -2.965 -7.607 0.124
H 8.428 -1.023 -4.761 0.077
H 8.979 -2.320 -3.761 0.086
H 7.248 -1.979 -4.065 0.075
H 4.059 -2.791 -7.176 0.063
H 5.060 -1.604 -7.564 0.061
C -3.617 2.740 12.704 -0.074
C -2.165 2.681 12.286 -0.450
C -1.851 1.416 11.413 -0.155
O -1.992 0.290 12.352 -0.215
C -1.241 -0.869 11.970 -0.110
N -1.914 3.906 11.593 0.014
H -3.924 1.858 13.265 0.073
H -4.247 2.831 11.819 0.083
H -3.810 3.550 13.408 0.076
H -1.407 2.585 13.064 0.139
H -0.878 1.489 10.926 0.114
H -2.547 1.257 10.590 0.116
H -1.810 -1.390 11.199 0.083
H -1.394 -1.461 12.873 0.083
H -0.169 -0.773 11.798 0.086
H -2.640 3.940 10.892 0.065
H -2.115 4.734 12.134 0.072
C 11.216 5.807 0.356 -0.058
C 10.454 6.562 1.474 -0.436
C 10.122 5.661 2.635 -0.228
O 8.975 4.866 2.405 -0.180
C 8.342 4.366 3.577 -0.108
N 11.301 7.665 1.885 0.023
H 12.103 5.306 0.745 0.077
H 11.480 6.356 -0.548 0.071
H 10.671 4.930 0.007 0.074
H 9.512 6.980 1.121 0.135
H 9.988 6.262 3.535 0.115
H 10.971 5.047 2.934 0.127
H 8.882 3.599 4.130 0.084
H 7.462 3.849 3.195 0.085
H 8.004 5.168 4.233 0.085
H 10.804 8.399 2.368 0.070
H 11.600 8.095 1.021 0.064
C -5.296 -2.268 -11.816 -0.068
C -3.795 -2.121 -11.557 -0.437
C -3.005 -3.417 -11.640 -0.196
O -3.627 -4.335 -10.746 -0.212
C -2.963 -5.558 -10.648 -0.118
N -3.413 -1.247 -12.619 0.010
H -5.833 -1.339 -12.006 0.080
H -5.799 -2.794 -11.004 0.074
H -5.413 -2.855 -12.727 0.079
H -3.703 -1.593 -10.608 0.141
H -1.960 -3.405 -11.330 0.118
H -2.943 -3.881 -12.624 0.124
H -3.423 -6.038 -9.784 0.094
H -1.883 -5.439 -10.557 0.083
H -3.153 -6.067 -11.593 0.087
H -3.742 -1.543 -13.527 0.072
H -2.414 -1.274 -12.762 0.068
C -7.049 6.224 -5.346 -0.075
C -6.351 4.923 -4.912 -0.422
C -7.217 3.758 -5.410 -0.206
O -6.742 2.630 -4.664 -0.216
C -7.496 1.418 -4.937 -0.089
N -4.945 4.867 -5.414 0.039
H -6.401 7.073 -5.129 0.073
H -7.949 6.367 -4.748 0.073
H -7.306 6.266 -6.404 0.076
H -6.215 4.934 -3.830 0.136
H -7.070 3.547 -6.469 0.128
H -8.258 3.896 -5.116 0.121
H -7.258 0.842 -4.043 0.082
H -7.097 0.815 -5.753 0.080
H -8.571 1.576 -5.026 0.083
H -5.091 4.754 -6.407 0.060
H -4.608 3.982 -5.063 0.059
```

Electronic energy (Eh): -4544.2126
Relative energy (zero: lowest compared OMol25 entry of this formula, charge and spin) (kcal per mole): 127.2
Highest occupied orbital energy (eV): -8.4629
Frontier orbital gap (eV): 8.855
SMILES string: COC[C@H](C)N.COC[C@H](C)N.COC[C@H](C)N.COC[C@H](C)N.COC[C@H](C)N.COCCNCCOC.COCCNCCOC.COCCNCCOC.COCCNCCOC.COCCNCCOC.COCCNCCOC.COCCNCCOC